# 1
Density functional theory data (wB97M-V/def2-TZVPD) for a molecular structure, C40H34N6O6S4Ta.

For the energy relative to the best compared isomer or geometry (same formula, charge and spin), the calculation gives 0.00 kcal/mol. The total energy comes out at -3973.8608 Ha. The gap between HOMO and LUMO is 5.89 eV. The calculation puts the HOMO energy at -14.7 eV.

```
! RIJCOSX wB97M-V def2-TZVPD def2/J DEFGRID3
* xyz 3 1
Ta -0.074 -0.710 -0.065
S 0.839 6.371 -0.049
C 2.137 6.897 -1.020
C 2.544 5.937 -1.897
C 1.783 4.747 -1.784
C 0.805 4.840 -0.828
C -0.174 3.816 -0.464
C 0.209 2.466 -0.504
N -0.616 1.477 -0.196
C -1.888 1.763 0.175
C -2.366 3.073 0.240
C -3.740 3.287 0.602
C -4.558 2.246 0.867
C -4.080 0.891 0.813
C -4.884 -0.229 1.064
C -4.356 -1.507 1.002
C -2.991 -1.620 0.692
N -2.213 -0.578 0.441
C -2.744 0.670 0.482
C -5.150 -2.708 1.239
C -6.399 -2.791 1.795
C -6.883 -4.119 1.871
C -5.999 -5.024 1.369
S -4.580 -4.275 0.791
C -1.473 4.106 -0.082
H 2.530 7.894 -0.896
H 3.335 6.088 -2.618
H 1.919 3.882 -2.419
H 1.217 2.195 -0.793
H -4.109 4.303 0.648
H -5.595 2.414 1.128
H -5.932 -0.080 1.292
H -2.519 -2.591 0.644
H -6.958 -1.940 2.159
H -7.844 -4.390 2.281
H -6.113 -6.093 1.295
H -1.815 5.134 -0.055
C -3.179 -0.403 -5.001
N -1.995 -0.266 -4.131
C -0.818 0.122 -4.652
C 0.334 0.247 -3.919
C 0.192 -0.078 -2.575
O 1.110 -0.075 -1.634
N -0.973 -0.463 -2.045
C -2.141 -0.601 -2.772
O -3.187 -0.961 -2.296
H -3.204 0.432 -5.696
H -4.064 -0.391 -4.376
H -3.131 -1.345 -5.544
H -0.834 0.336 -5.713
H 1.272 0.548 -4.356
S -0.254 -2.942 -1.111
C 0.540 -4.127 -0.075
N 1.886 -4.106 0.018
C 2.606 -5.020 0.692
C 1.964 -6.054 1.328
C 0.576 -6.119 1.253
C -0.137 -5.156 0.554
H 2.386 -3.350 -0.440
H 3.677 -4.878 0.687
H 2.540 -6.799 1.857
H 0.047 -6.931 1.736
H -1.214 -5.202 0.475
C 5.769 4.331 -0.350
C 5.145 3.007 -0.037
C 5.754 1.810 -0.414
C 5.197 0.586 -0.084
C 4.008 0.576 0.636
C 3.364 1.758 1.020
C 3.935 2.961 0.672
S 3.310 -0.934 1.079
O 4.105 -2.050 0.666
O 1.925 -1.092 0.549
N 3.058 -0.781 2.670
C 2.265 -1.779 3.412
C 0.837 -1.295 3.733
C 0.149 -1.054 2.439
O 0.045 0.104 1.917
O -0.196 -2.011 1.674
H 6.603 4.233 -1.040
H 6.141 4.792 0.567
H 5.030 5.012 -0.776
H 6.687 1.835 -0.962
H 5.676 -0.341 -0.368
H 2.450 1.725 1.601
H 3.457 3.889 0.963
H 3.840 -0.364 3.161
H 2.790 -1.993 4.340
H 2.221 -2.711 2.846
H 0.854 -0.384 4.327
H 0.320 -2.086 4.277
*
```

***

# 2
Density functional theory data (wB97M-V/def2-TZVPD) for 2 unconnected molecules or ions with the total composition C6H16N2O in a non-equilibrium geometry.

For the energy relative to the best compared isomer or geometry (same formula, charge and spin), the calculation gives 95.52 kcal/mol. The total energy comes out at -422.8345 Ha. The gap between HOMO and LUMO is 9.86 eV. The calculation puts the HOMO energy at -9.0 eV.

```
! RIJCOSX wB97M-V def2-TZVPD def2/J DEFGRID3
* xyz 0 1
C 1.491 -2.385 -1.154
C 1.459 -0.900 -0.967
C 1.445 -0.213 0.174
C 1.424 -0.814 1.549
C 1.401 1.289 0.175
H 0.723 -2.693 -1.867
H 2.455 -2.690 -1.565
H 1.330 -2.928 -0.227
H 1.462 -0.340 -1.897
H 1.443 -1.900 1.538
H 2.289 -0.463 2.114
H 0.531 -0.484 2.083
H 1.416 1.691 -0.836
H 2.255 1.690 0.723
H 0.499 1.637 0.679
C -2.324 2.205 -0.378
O -1.880 1.670 0.837
N -2.070 0.148 1.045
N -1.825 -0.663 -0.007
H -3.414 2.131 -0.475
H -1.868 1.702 -1.246
H -2.015 3.250 -0.394
H -3.088 0.331 1.125
H -0.828 -0.810 -0.145
H -2.311 -0.464 -0.884
*
```